1.
C26H36BCl2F6MoN3O6S2 as an isolated structure. Source: the Open Molecules 2025 dataset; level of theory: ωB97M-V/def2-TZVPD.

Calculated values
Total energy = -4037.08344 a.u.
E_LUMO = 0.1 eV
Orbital gap = 0.2743 hartree

Positions of all 83 atoms, in Å:
Mo  0.6536  -1.3076  0.7411
Cl  -1.2474  0.3760  -4.7603
Cl  -1.1581  -1.9475  -2.9643
S  -1.7731  -3.8126  0.5423
S  0.5026  -5.3726  0.4082
F  -3.7914  -3.1823  2.0790
F  0.7205  -4.5995  2.9382
F  -0.0202  -6.6213  2.6805
F  -2.3080  -4.4494  3.0202
F  -3.6958  -5.2841  1.5765
F  2.0742  -6.1797  2.3527
O  -2.5472  -3.3598  -0.5580
O  0.8905  -6.5661  -0.2576
O  1.2388  -4.1579  0.1664
O  -0.9267  -2.8356  1.2322
O  -2.0230  0.0158  0.7053
O  -0.8407  1.1266  -0.9088
N  -1.0657  -5.1867  0.3402
N  0.2234  -1.3533  2.9750
N  1.4151  0.7465  1.4656
C  6.0995  0.9937  0.3278
C  -4.5749  2.5470  -0.0984
C  -0.2923  -0.5256  -3.5753
C  -4.8638  5.5089  -0.7449
C  4.3704  2.2728  -0.7227
C  3.4204  -1.4062  -1.0313
C  -2.0712  1.7250  -0.7565
C  -2.5859  2.8112  -1.4285
C  -3.6433  5.0443  -2.8566
C  2.0763  -1.2368  -0.3872
C  5.4278  -0.1808  0.0046
C  4.0566  -2.6891  -0.4802
C  -2.7799  1.0517  0.2231
C  -2.9773  -4.2157  1.8847
C  4.2213  -0.1479  -0.6845
C  -4.0506  1.4493  0.5750
C  -5.8413  3.9630  -2.4575
C  1.3222  -1.0491  3.9107
C  5.5739  2.2236  -0.0298
C  3.2910  -1.5304  -2.5566
C  1.6627  0.4273  3.8853
C  2.3417  0.8575  2.6036
C  -4.5408  4.4257  -1.7844
C  -3.8734  3.2361  -1.0926
C  0.8338  -5.7241  2.2027
C  3.7060  1.1004  -1.0454
B  -0.8087  0.0287  -0.0310
H  1.2069  -1.6567  -1.0700
H  2.7114  1.8829  2.6945
H  -0.5762  -0.7428  3.1393
H  2.2961  0.6710  4.7392
H  2.1899  -1.6295  3.5868
H  -2.7140  5.4272  -2.4305
H  -3.3978  4.3232  -3.6383
H  -0.0940  0.1348  -2.7407
H  -5.3444  6.3634  -1.2261
H  -5.5747  2.8700  0.1612
H  3.1966  0.2126  2.3883
H  5.0350  -2.8610  -0.9350
H  0.7394  1.0085  4.0069
H  3.9506  3.2267  -1.0166
H  -0.1207  -2.2972  3.1349
H  2.7665  1.1509  -1.5864
H  -5.6376  3.1771  -3.1867
H  -4.1617  5.8812  -3.3270
H  3.4131  -3.5364  -0.7037
H  -5.5374  5.1340  0.0260
H  -6.5523  3.5717  -1.7299
H  6.0974  3.1366  0.2223
H  -4.6175  0.9229  1.3308
H  7.0399  0.9408  0.8618
H  0.6956  1.4621  1.5265
H  2.8136  -0.6504  -2.9885
H  0.6195  -0.8532  -4.0608
H  1.0703  -1.3680  4.9244
H  5.8606  -1.1273  0.2973
H  -1.9978  3.2954  -2.1945
H  4.2762  -1.6407  -3.0115
H  -6.3160  4.7994  -2.9752
H  2.6928  -2.4099  -2.8043
H  4.1753  -2.6355  0.6031
H  -3.9516  5.8576  -0.2570
H  1.9252  0.9495  0.6106


2.
C26H36BClF4N7O4RbSi as an isolated structure. Source: the Open Molecules 2025 dataset; level of theory: ωB97M-V/def2-TZVPD.

Calculated values
Total energy = -2894.93194 a.u.
E_LUMO = 3.8 eV
Total charge = -2
Orbital gap = 0.1839 hartree

Positions of all 81 atoms, in Å:
Rb  0.5186  0.3267  0.4145
Cl  1.6468  3.2322  6.9363
Si  2.9176  -2.3573  -1.9238
F  -0.6766  -1.7148  1.8740
F  -2.7527  -1.6057  0.8722
F  -2.5567  -2.3959  3.0708
F  -1.7268  -3.6547  1.2380
O  1.5543  2.9343  0.9670
O  -3.0534  6.3770  2.5451
O  -0.3307  2.3611  -1.0856
O  -4.4327  6.2725  0.8320
N  -2.6658  -1.6929  -3.2181
N  -1.4986  0.0373  -2.1666
N  3.6590  -1.1751  1.8687
N  -3.3392  6.0707  1.3597
N  -2.5281  0.4110  -4.2636
N  3.0075  -1.7182  -0.3245
N  0.6092  0.9935  3.8381
C  2.5045  -0.8398  -3.0241
C  -2.2879  -0.3593  -3.1495
C  3.2737  -3.8628  2.5666
C  3.6735  -1.5603  3.1384
C  -0.4211  0.2687  4.3872
C  -2.6961  -2.5206  -2.0838
C  -0.0569  1.1999  6.5514
C  1.6492  -3.7550  -1.9702
C  3.4184  -2.8932  3.5421
C  -0.8930  3.4331  -0.6884
C  -1.5550  1.4874  -4.4536
C  -0.3728  4.2473  0.4433
C  -1.1628  5.2006  1.0037
C  -2.2040  3.7819  -1.2856
C  -3.8009  0.4588  -4.9615
C  0.9179  2.0216  5.9853
C  4.0194  -0.4807  4.1515
C  -2.4202  5.3913  0.4772
C  0.8953  3.9772  1.0878
C  4.5386  -3.0476  -2.4815
C  -0.8082  0.3574  5.7194
C  -2.9824  -2.3818  -4.4798
C  3.3417  -2.0529  0.8890
C  3.1784  -3.4642  1.2283
C  1.1505  1.9807  4.6172
C  -2.8578  4.8206  -0.6794
B  -1.9778  -2.3767  1.7687
H  -1.7953  -3.1998  -2.0399
H  3.1536  -4.9056  2.8967
H  3.0431  -4.1881  0.4307
H  -0.9346  5.7714  1.9027
H  3.4467  -3.1831  4.5669
H  -3.5722  -3.1284  -2.1444
H  1.2226  4.7371  1.8535
H  2.6095  -0.0218  -2.3134
H  -2.8374  -3.4622  -4.2970
H  -0.5059  1.1651  -4.2444
H  -3.7615  1.2635  -5.6896
H  1.2461  -3.7395  -2.9922
H  -2.6024  3.2734  -2.1659
H  -1.6731  1.7983  -5.4642
H  -4.0326  -0.4916  -5.5720
H  4.8942  -2.4123  -3.3304
H  -2.7042  -1.8530  -1.2083
H  4.4424  -4.0383  -2.8831
H  -4.0813  -2.3049  -4.6082
H  1.4560  -0.8903  -3.3670
H  -0.2152  1.3418  7.6049
H  -2.4261  -2.0380  -5.3435
H  0.9096  -3.4848  -1.2141
H  4.0980  0.5012  3.6519
H  -1.7920  2.3989  -3.8423
H  3.2863  -0.4391  4.9754
H  -0.9203  -0.4341  3.6831
H  -1.7617  -0.1600  6.0103
H  -1.3366  1.0626  -2.0806
H  5.2214  -2.9952  -1.6177
H  -4.6250  0.6730  -4.2974
H  -3.8492  5.1611  -1.0688
H  2.0168  -4.7715  -1.7570
H  3.1545  -0.6248  -3.8885
H  4.9678  -0.6973  4.5909
H  1.8423  2.5827  4.1290


3.
C26H36BIrN2O6S as an isolated structure. Source: the Open Molecules 2025 dataset; level of theory: ωB97M-V/def2-TZVPD.

Calculated values
Multiplicity = 2
Total energy = -2100.56886 a.u.
E_LUMO (spin up / spin down) = -4.9 / -5.9 eV
Total charge = +1
Expectation value of S² = 0.758
Orbital gap (spin up / spin down) = 0.2648 / 0.2280 hartree

Positions of all 73 atoms, in Å:
Ir  -0.5922  0.5180  0.9708
S  -2.6760  -0.0117  2.5767
O  -2.8710  0.9950  3.5642
O  -3.4368  -1.2062  2.6146
O  -0.6652  -1.3324  -1.3960
O  -1.1072  -0.4002  2.5612
O  -2.6075  0.6177  1.1344
O  -1.0688  -2.3988  0.6066
N  1.4451  0.5334  1.0444
N  -0.1248  2.1699  -0.0971
C  3.4487  1.9575  0.8302
C  0.4581  -3.3908  -1.9356
C  -0.9071  -2.7631  -1.7228
C  1.0596  2.6341  0.1128
C  3.5752  -2.4312  0.5586
C  3.1883  -2.1497  2.9142
C  3.7418  -2.8630  1.8634
C  -0.7253  1.7620  -2.8652
C  2.7068  -0.7876  -1.1423
C  2.8381  -1.2878  0.2716
C  -1.8556  3.8645  0.1273
C  1.5178  3.9899  -0.2733
C  -1.3211  -4.7113  -0.0639
C  -1.1727  2.9673  -0.6914
C  -1.4851  2.7550  -2.0299
C  1.8687  -0.2096  3.8253
C  -2.8803  4.6046  -0.4517
C  -3.2058  4.4331  -1.7860
C  2.4323  -1.0068  2.6832
C  1.9990  1.6459  0.7098
C  -1.5367  3.9939  1.5925
C  -3.1263  -3.0175  -0.4340
C  2.2592  -0.6192  1.3531
C  -1.6298  -3.2798  -0.4377
C  -1.7404  -2.8185  -2.9828
C  -2.5170  3.5149  -2.5652
B  -0.7336  -1.2822  -0.0481
H  1.0679  -3.3384  -1.0319
H  0.8076  -0.4097  3.9602
H  -3.3522  -1.9820  -0.6950
H  -3.5106  -3.1979  0.5688
H  3.0307  -1.5580  -1.8394
H  2.3504  3.8979  -0.9749
H  3.9940  1.1334  1.2817
H  1.9844  0.8653  3.6714
H  1.6790  -0.5230  -1.3933
H  -1.8599  -4.9690  0.8465
H  -3.6397  -3.6769  -1.1336
H  -0.2581  -4.8655  0.1089
H  1.9006  4.5151  0.6048
H  -0.8336  0.7464  -2.4818
H  -1.1619  -2.4353  -3.8232
H  -1.0863  1.7779  -3.8913
H  3.3473  -2.4765  3.9336
H  4.3252  -3.7515  2.0643
H  0.9720  -2.8625  -2.7384
H  -0.5155  4.3387  1.7790
H  -2.0138  -3.8515  -3.2030
H  3.3377  0.0873  -1.3214
H  4.0313  -2.9806  -0.2556
H  3.8833  2.1786  -0.1463
H  -3.4320  5.3069  0.1594
H  -1.6512  -5.3848  -0.8567
H  -2.2086  4.7081  2.0624
H  -2.6504  -2.2306  -2.8887
H  -1.6735  3.0425  2.1167
H  2.3791  -0.4676  4.7509
H  -4.0060  5.0128  -2.2262
H  0.3443  1.9883  -2.8874
H  0.3570  -4.4362  -2.2257
H  -2.7842  3.3868  -3.6062
H  3.5716  2.8504  1.4473
H  0.7216  4.5715  -0.7282


4.
C26H36N4O4PPdS as an isolated structure. Source: the Open Molecules 2025 dataset; level of theory: ωB97M-V/def2-TZVPD.

Calculated values
Multiplicity = 5
Total energy = -2398.68985 a.u.
E_LUMO (spin up / spin down) = -7.4 / -12.9 eV
Total charge = +3
Expectation value of S² = 6.040
Orbital gap (spin up / spin down) = 0.3471 / 0.1589 hartree

Positions of all 73 atoms, in Å:
Pd  -0.2329  -0.2567  -0.2054
S  -2.1143  0.5741  1.5149
P  -0.0949  2.6564  0.9702
O  1.9238  0.9804  -0.6904
O  -2.0089  0.9416  0.0627
O  -0.6799  0.2641  1.8970
O  -3.0111  -0.4998  1.7840
N  -1.6779  -2.1899  -0.0989
N  1.0550  -1.8046  -1.1672
N  3.3931  2.1727  -1.9627
N  4.0425  1.2252  0.0951
C  3.3848  4.5675  1.8731
C  -1.4962  3.0657  2.0605
C  -3.6368  2.3785  3.0061
C  3.6796  0.6192  1.3660
C  -0.7450  5.7031  -1.6663
C  1.4446  3.0738  3.2055
C  2.5470  2.0429  -3.1230
C  2.5121  3.6026  3.9100
C  -2.7831  4.6007  3.3811
C  -1.0150  -3.2689  0.6422
C  1.3323  3.3175  1.8310
C  2.3252  4.0367  1.1568
C  -0.8515  3.6601  -2.9327
C  3.4833  4.3441  3.2441
C  -0.5707  2.9328  -1.7844
C  4.3515  3.2578  -2.0185
C  1.3428  -2.9356  -0.2450
C  -0.4649  4.9838  -0.5127
C  -0.9386  5.0454  -2.8720
C  5.4785  1.3505  -0.1290
C  -2.4935  2.1094  2.2844
C  0.1531  -3.8731  -0.1263
C  3.0711  1.4384  -0.8228
C  -0.3836  3.5916  -0.5719
C  -3.7835  3.6530  3.5426
C  -1.6312  4.3142  2.6559
H  4.1085  1.2148  2.1753
H  -0.8158  6.7810  -1.6126
H  -2.0444  -2.5178  -0.9875
H  5.7295  1.3615  -1.1843
H  -1.0179  3.1474  -3.8712
H  -0.5118  1.8531  -1.8258
H  2.5837  3.4450  4.9774
H  -1.1591  5.6129  -3.7661
H  -2.4315  -1.7936  0.4594
H  5.9732  0.4948  0.3295
H  -0.8461  5.0537  2.5733
H  4.1287  5.1766  1.3747
H  -0.1735  -4.1858  -1.1234
H  4.6871  3.5539  -1.0297
H  4.0934  -0.3896  1.4342
H  2.2011  -3.5042  -0.6108
H  1.9944  1.1108  -3.0822
H  3.1731  2.0734  -4.0180
H  0.4801  -4.7690  0.4002
H  -4.6730  3.8992  4.1053
H  0.6804  -2.1791  -2.0358
H  4.3227  4.7473  3.7951
H  -1.7342  -4.0664  0.8542
H  -2.8977  5.5815  3.8226
H  3.8767  4.1123  -2.5061
H  2.2282  4.2261  0.0935
H  5.8778  2.2454  0.3556
H  0.6883  2.4857  3.7114
H  1.8282  2.8706  -3.1767
H  2.6017  0.5802  1.4734
H  5.2194  2.9883  -2.6306
H  -0.6799  -2.8741  1.6041
H  1.9153  -1.3176  -1.3936
H  -4.3825  1.6084  3.1537
H  -0.3060  5.5123  0.4174
H  1.6025  -2.5240  0.7332


5.
One molecule with the formula C26H36N4O5. Source: the Open Molecules 2025 dataset; level of theory: ωB97M-V/def2-TZVPD.

Calculated values
Total energy = -1607.62565 a.u.
E_LUMO = 0.6 eV
SMILES = COCCN(C(=O)CCC(=O)Nc1ccccn1)[C@@H](C(=O)NCCC(C)C)c1ccc(OC)cc1
Orbital gap = 0.3259 hartree

Positions of all 71 atoms, in Å:
O  -2.9408  -2.7547  -0.2203
O  -3.7162  -0.0701  2.0847
O  -0.1176  0.3884  0.1236
O  4.4412  -2.8435  -1.1316
O  0.8117  3.1053  -0.5782
N  3.8528  1.3633  1.7587
N  -1.6284  -1.2985  -1.3521
N  1.7884  2.1435  1.2428
N  -1.0184  -0.9754  1.6678
C  -1.9191  -2.0974  -0.3244
C  0.5747  -2.2793  0.2895
C  3.4918  2.0235  -0.5165
C  -1.7656  -1.1979  2.8865
C  5.5650  -2.3816  -0.4222
C  -0.9135  1.4454  2.1044
C  3.2058  -2.6226  -0.6052
C  -0.5572  2.7316  1.3552
C  -1.6594  1.7610  -3.6319
C  2.1319  -3.1315  -1.3365
C  -3.2707  -1.2988  2.6199
C  2.9508  -1.9564  0.5873
C  0.7272  2.6512  0.5368
C  -2.2531  1.5668  -2.2397
C  5.1050  1.0696  1.4525
C  -4.9923  -0.1617  1.4996
C  -0.8450  -2.1391  0.7916
C  3.0635  1.8436  0.8000
C  -0.6636  0.2427  1.2083
C  -3.2274  0.3833  -2.1892
C  5.6376  1.2280  0.1852
C  -2.5773  -0.9878  -2.3961
C  1.6476  -1.8002  1.0254
C  0.8385  -2.9619  -0.8942
C  4.8010  1.7067  -0.8168
C  -2.9785  2.8404  -1.8073
H  -1.4255  -2.1337  3.3396
H  6.4282  -2.6631  -1.0235
H  5.5439  -1.2939  -0.3008
H  -0.9951  2.6213  -3.6289
H  2.8073  2.3988  -1.2568
H  -1.4318  1.3912  -1.5397
H  -5.0028  -0.9128  0.7019
H  5.6402  -2.8553  0.5622
H  5.7031  0.6888  2.2713
H  -1.9690  1.4675  2.3782
H  5.1716  1.8327  -1.8236
H  1.4777  -1.2879  1.9611
H  0.0231  -3.3710  -1.4713
H  -2.2835  3.6762  -1.7819
H  -2.0611  -1.0297  -3.3582
H  -1.3510  2.9808  0.6511
H  2.3406  -3.6584  -2.2540
H  -3.3462  -1.7644  -2.3724
H  -3.7981  -1.5203  3.5608
H  -0.8106  -0.7039  -1.2660
H  -5.7513  -0.4261  2.2454
H  -3.7804  3.0793  -2.5041
H  -3.4136  2.7202  -0.8165
H  -0.4581  3.5582  2.0629
H  6.6715  0.9905  -0.0132
H  -3.4708  -2.1104  1.9085
H  -1.0801  0.8946  -3.9398
H  -2.4466  1.9321  -4.3647
H  1.6440  1.8671  2.2039
H  -1.0832  -3.0231  1.3967
H  -5.2172  0.8203  1.0874
H  3.7512  -1.5512  1.1857
H  -0.3224  1.3437  3.0191
H  -1.5766  -0.3882  3.5899
H  -3.9969  0.5176  -2.9533
H  -3.7208  0.3761  -1.2146


6.
One molecule with the formula C26H36N6O. Source: the Open Molecules 2025 dataset; level of theory: ωB97M-V/def2-TZVPD.

Calculated values
Total energy = -1416.14486 a.u.
E_LUMO = 0.5 eV
SMILES = CCn1nc(C)c(CN2CCC(n3nccc3NC(=O)CCCc3ccccc3)CC2)c1C
Orbital gap = 0.3221 hartree

Positions of all 69 atoms, in Å:
O  1.7026  1.3447  0.7906
N  1.1484  -2.3197  -1.1358
N  3.5959  1.9347  -0.3018
N  -2.9555  -3.0101  0.0764
N  4.5953  -0.2365  0.3142
N  -2.6902  -2.2312  1.1292
N  5.6555  -0.6761  0.9872
C  -1.0520  -0.5562  1.9738
C  5.6260  1.5528  1.0814
C  3.7255  -1.2519  -0.2500
C  2.1965  -1.9888  -2.0738
C  -4.6964  -1.1518  2.0336
C  -1.9995  -2.7861  -0.8062
C  -1.0897  -1.8262  -0.3130
C  1.5976  3.1833  -0.7783
C  4.5308  1.1171  0.3572
C  0.1096  -1.2994  -1.0277
C  2.6368  -1.6429  0.7537
C  -3.1609  3.7776  0.0384
C  2.2712  2.0639  -0.0005
C  -2.1977  2.7838  -0.0696
C  -1.9416  -3.4835  -2.1168
C  -2.5981  1.5093  -0.4545
C  -4.4930  3.5035  -0.2224
C  -3.9267  1.2322  -0.7174
C  3.1141  -0.8529  -1.5899
C  -4.8803  2.2298  -0.5998
C  1.7150  -2.7059  0.1403
C  6.2875  0.3814  1.4531
C  -0.7503  3.0688  0.2181
C  -3.6022  -2.1985  2.2388
C  0.1099  2.9314  -1.0418
C  -1.5695  -1.4932  0.9429
H  -2.8687  4.7756  0.3350
H  -0.9521  -3.9127  -2.2604
H  0.8944  -2.9271  0.8249
H  -4.2152  0.2335  -1.0112
H  -5.2611  -1.3843  1.1348
H  -3.0416  -1.9904  3.1535
H  7.1843  0.2699  2.0286
H  -0.7845  -1.0955  2.8835
H  2.0654  -0.7567  1.0254
H  2.2831  -3.6282  -0.0221
H  2.1174  3.3229  -1.7292
H  1.7132  4.1006  -0.1929
H  -0.1776  -1.0310  -2.0509
H  -2.6933  -4.2667  -2.1480
H  -4.0527  -3.1913  2.3121
H  0.4617  -0.3903  -0.5191
H  -1.8666  0.7214  -0.5405
H  -5.9196  2.0152  -0.8006
H  2.5183  0.0519  -1.4837
H  4.3843  -2.1163  -0.4023
H  3.8992  -0.6649  -2.3251
H  3.1040  -2.0361  1.6575
H  2.7945  -2.8928  -2.2307
H  -0.1646  -0.0476  1.6091
H  -0.0158  1.9307  -1.4589
H  -5.3737  -1.1487  2.8834
H  -4.2670  -0.1586  1.9222
H  -2.1288  -2.7801  -2.9285
H  4.0133  2.6645  -0.8623
H  -0.3826  2.3668  0.9675
H  -1.8003  0.1943  2.2287
H  -5.2303  4.2880  -0.1296
H  1.7400  -1.7144  -3.0284
H  5.8922  2.5664  1.3019
H  -0.6456  4.0805  0.6172
H  -0.2380  3.6479  -1.7903